(1)
The following is a quantum chemistry calculation of a cluster of 5 separate species, C13H27Br2O21PS4 in total, from the Open Molecules 2025 dataset.

Results
**Multiplicity**: 1
**Energy above the lowest of the compared OMol25 structures with the same formula, charge and spin**: 487.0 kJ/mol
**Structure (SMILES)**: COCO[P@@](=O)(O)O[C@@H](Br)[C@@H](C)Br.O=S1(=O)OCCO1.O=S1(=O)OCCO1.O=S1(=O)OCCO1.O=S1(=O)OCCO1

XYZ file:
```
68
Properties=species:S:1:pos:R:3:forces:R:3
C -4.3337 2.9513 4.5317 -0.21 -0.53 1.68
O -4.9068 2.8819 3.1965 2.73 0.60 -0.46
C -3.9010 3.0946 2.1666 -2.55 0.38 -0.76
O -3.0619 1.9010 2.1474 2.17 0.32 -2.51
P -2.0880 1.8055 0.7496 -1.18 1.42 -2.87
O -2.7066 2.4099 -0.5264 1.29 -1.41 3.85
O -0.5958 2.6571 1.0326 -3.00 -0.98 0.40
O -1.8161 0.1363 0.4485 1.74 3.35 1.25
C -0.4336 -0.1364 0.0838 -0.09 -1.72 -0.73
Br 0.6661 -0.3636 1.7659 -0.39 0.42 -0.84
C -0.4464 -1.6216 -0.6260 -1.18 0.41 1.00
C -1.8282 -1.9180 -1.4066 1.44 -0.31 -0.04
Br 1.1176 -1.6738 -1.8708 -0.76 0.02 0.65
H -4.2820 4.0208 4.9540 -0.19 -1.42 -0.89
H -3.2868 2.4866 4.6383 -1.56 0.61 -0.55
H -5.0350 2.3271 5.2277 1.23 1.23 -1.36
H -4.4944 3.1469 1.1627 1.12 -0.13 1.88
H -3.3290 4.0899 2.2727 -0.49 -1.68 0.31
H -0.8767 3.6125 1.1435 0.41 -1.44 -0.31
H 0.0578 0.6689 -0.5738 -0.91 -1.20 1.15
H -0.2462 -2.4226 0.1982 -0.33 1.56 -1.67
H -1.7342 -2.9988 -1.8337 0.09 2.24 0.69
H -1.9508 -1.1519 -2.2735 0.21 -1.48 1.78
H -2.7600 -1.9498 -0.7148 2.31 0.62 -1.04
O 6.3566 -1.6518 0.2785 0.45 1.17 0.51
S 6.4768 -0.2473 0.5471 -0.49 -0.10 -0.38
O 7.6891 0.3533 1.0268 -0.74 -0.70 -0.49
O 5.2593 0.1870 1.5306 0.61 -0.51 -0.64
C 4.4803 1.2069 0.9045 -0.16 0.73 -0.20
C 4.6279 0.9669 -0.5913 -0.73 -0.29 0.07
O 5.9868 0.5673 -0.7703 0.60 -0.10 0.94
H 4.8960 2.1774 1.1915 -0.04 -0.04 -0.05
H 3.4410 1.1472 1.2308 0.16 -0.24 0.07
H 4.4077 1.8587 -1.1795 0.30 -0.10 0.03
H 3.9870 0.1446 -0.9242 -0.05 0.10 0.05
O 9.3444 -1.2660 6.9911 0.69 0.73 -0.72
S 9.9888 -0.6174 5.8842 -0.11 -0.05 -0.06
O 11.2200 0.1064 6.0147 -0.95 -0.76 0.13
O 8.8988 0.3405 5.1538 0.41 -0.79 0.60
C 8.7601 -0.0500 3.7867 0.19 0.01 -0.64
C 9.0842 -1.5368 3.7563 -0.71 -0.05 -0.11
O 10.1555 -1.7022 4.6852 0.22 0.85 0.49
H 9.4792 0.5227 3.1942 -0.12 -0.07 -0.03
H 7.7505 0.1590 3.4316 0.17 0.05 0.31
H 9.3789 -1.8781 2.7632 0.19 0.05 0.22
H 8.2366 -2.1328 4.1087 0.01 0.05 -0.09
O -3.8033 -3.2148 -1.7551 -2.56 -1.34 -0.67
S -5.1916 -3.4880 -2.0241 -0.62 0.02 -0.17
O -5.6701 -4.7907 -2.3865 0.69 0.93 0.46
O -5.7264 -2.4147 -3.1263 -4.07 -1.86 4.23
C -6.8242 -1.6804 -2.5779 -0.75 -0.34 0.34
C -6.5888 -1.6601 -1.0734 0.18 0.72 -0.10
O -6.0663 -2.9509 -0.7631 0.19 -0.52 -0.65
H -7.7482 -2.2124 -2.8247 -0.03 0.13 0.05
H -6.8595 -0.6754 -3.0040 0.25 -0.14 -0.07
H -7.5045 -1.4705 -0.5117 0.13 -0.30 0.01
H -5.8348 -0.9148 -0.8015 -0.09 0.04 -0.08
O -3.8608 0.0700 -2.7722 -0.28 -0.73 -0.89
S -3.9097 -0.5956 -4.0441 0.49 -0.61 -0.60
O -4.2207 -1.9874 -4.1812 4.70 3.26 -3.01
O -2.5199 -0.2874 -4.8323 -0.61 0.43 0.53
C -2.8074 0.3526 -6.0751 -0.18 -0.06 -0.57
C -4.1116 1.1055 -5.8499 0.42 0.58 0.01
O -4.8975 0.2489 -5.0214 0.42 -0.73 0.23
H -2.9258 -0.4225 -6.8380 0.00 0.08 0.01
H -1.9906 1.0186 -6.3588 -0.02 -0.13 0.25
H -4.6330 1.3231 -6.7829 -0.11 -0.22 0.19
H -3.9392 2.0381 -5.3039 0.03 -0.03 -0.09
```
Forces are in eV/Å.

Listed below, in e, are the Mulliken charges computed for each atom: number 1, C, carries -0.594; number 2, O, carries -0.344; number 3, C, carries -0.206; number 4, O, carries -0.249; number 5, P, carries 0.804; number 6, O, carries -0.609; number 7, O, carries -0.506; number 8, O, carries -0.026; number 9, C, carries -0.466; number 10, Br, carries -0.161; number 11, C, carries -0.101; number 12, C, carries -0.606; number 13, Br, carries -0.179; number 14, H, carries 0.253; number 15, H, carries 0.259; number 16, H, carries 0.232; number 17, H, carries 0.292; number 18, H, carries 0.283; number 19, H, carries 0.330; number 20, H, carries 0.543; number 21, H, carries 0.592; number 22, H, carries 0.345; number 23, H, carries -0.017; number 24, H, carries 0.255; number 25, O, carries -0.559; number 26, S, carries 1.138; number 27, O, carries -0.512; number 28, O, carries -0.299; number 29, C, carries -0.169; number 30, C, carries -0.273; number 31, O, carries -0.333; number 32, H, carries 0.284; number 33, H, carries 0.139; number 34, H, carries 0.308; number 35, H, carries 0.251; number 36, O, carries -0.532; number 37, S, carries 1.088; number 38, O, carries -0.539; number 39, O, carries -0.334; number 40, C, carries -0.077; number 41, C, carries -0.301; number 42, O, carries -0.336; number 43, H, carries 0.303; number 44, H, carries 0.095; number 45, H, carries 0.309; number 46, H, carries 0.331; number 47, O, carries -0.442; number 48, S, carries 0.943; number 49, O, carries -0.620; number 50, O, carries -0.301; number 51, C, carries -0.348; number 52, C, carries -0.162; number 53, O, carries -0.339; number 54, H, carries 0.319; number 55, H, carries 0.302; number 56, H, carries 0.350; number 57, H, carries 0.107; number 58, O, carries -0.442; number 59, S, carries 1.393; number 60, O, carries -0.633; number 61, O, carries -0.310; number 62, C, carries -0.420; number 63, C, carries -0.382; number 64, O, carries -0.337; number 65, H, carries 0.300; number 66, H, carries 0.319; number 67, H, carries 0.313; number 68, H, carries 0.281

(2)
The following is a quantum chemistry calculation of a structure of composition C13H27BrCuNO5PS, from the Open Molecules 2025 dataset.

Results
**Total charge**: +1
**Multiplicity**: 1

XYZ file:
```
50
Properties=species:S:1:pos:R:3:forces:R:3
C 2.0388 3.6789 1.0099 -0.65 -0.28 0.78
N 0.7232 3.0444 0.8262 0.80 -0.19 -0.45
C 0.4507 2.5256 -0.5134 -0.84 0.09 0.14
C -0.0671 1.0624 -0.4884 0.50 0.46 0.14
C -1.4150 1.0647 0.2493 -0.26 -0.80 -0.25
C -1.9451 -0.3056 0.6763 0.11 0.60 0.64
C -3.4061 -0.1977 1.1240 0.41 -0.64 -0.27
C -4.0985 -1.5794 1.1980 0.25 0.75 0.30
O -5.0192 -1.8259 0.1757 -0.17 -0.07 0.04
C -4.4679 -1.7526 -1.1181 0.21 -0.03 -0.14
C 0.9561 0.1113 0.1178 0.28 -0.41 -0.33
C 2.2275 -0.2162 -0.6969 -0.65 0.49 0.71
O 3.2706 0.6812 -0.3651 0.15 -0.03 0.64
P 2.9351 -1.8910 -0.2480 1.69 -0.79 -1.62
C 1.6006 -3.1368 -0.2170 -0.61 0.80 0.55
C 3.7598 -1.7251 1.3983 -1.40 0.41 0.45
C 2.0179 -0.2544 -2.2447 0.36 0.15 -0.18
Br 2.8005 1.2818 -3.1753 -0.11 -0.21 0.10
O 0.6858 -0.5023 -2.6261 -0.12 0.47 0.74
S -0.4270 0.6062 -2.2170 -1.35 0.05 -0.51
O -0.3620 1.7610 -3.0272 1.15 0.83 -0.35
O -1.6655 -0.0736 -2.3069 -0.28 -1.24 0.46
H 2.6766 3.6048 0.1348 0.08 0.08 -0.21
H 2.5453 3.2236 1.8648 0.28 -0.09 0.02
H 1.9063 4.7156 1.2931 0.15 0.34 -0.25
H 0.5386 2.3646 1.5451 -0.11 0.07 0.05
H 1.2830 2.6525 -1.2003 0.29 -0.03 0.06
H -0.3662 3.0999 -0.9384 -0.05 0.17 -0.25
H -1.3842 1.7057 1.1254 0.21 0.23 0.07
H -2.1401 1.5091 -0.4255 -0.13 0.22 -0.07
H -1.3614 -0.6326 1.5419 0.06 -0.23 0.08
H -1.8080 -1.0521 -0.0932 -0.14 -0.10 -0.34
H -3.9254 0.4681 0.4425 -0.35 -0.01 -0.08
H -3.4373 0.2582 2.1080 -0.04 0.20 0.16
H -4.6254 -1.6167 2.1441 -0.42 -0.23 -0.01
H -3.3253 -2.3562 1.2484 0.06 -0.18 -0.21
H -3.5088 -2.2704 -1.1730 0.14 -0.15 0.01
H -5.1468 -2.2248 -1.8148 -0.25 -0.14 0.00
H -4.3082 -0.7312 -1.4619 0.04 0.21 0.10
H 1.3255 0.6003 1.0311 0.02 0.02 0.34
H 0.5002 -0.8185 0.4385 -0.34 -0.09 -0.13
H 2.8925 1.5128 -0.0432 0.09 -0.02 -0.37
H 1.9571 -4.1194 -0.4913 0.31 -0.10 0.02
H 0.8776 -2.8316 -0.9722 -0.05 0.02 -0.25
H 1.0414 -3.1901 0.7138 -0.06 -0.11 0.23
H 3.2516 -2.2837 2.1979 -0.01 -0.13 0.13
H 4.7699 -2.0906 1.3044 0.32 -0.01 0.25
H 3.8780 -0.6336 1.6117 0.26 0.20 -0.23
H 2.5870 -1.0869 -2.6301 0.03 -0.20 -0.27
Cu 2.7133 -0.1339 2.9668 0.17 -0.35 -0.44
```
Forces are in eV/Å.

Listed below, in e, are the Mulliken charges computed for each atom: number 1, C, carries -0.969; number 2, N, carries -0.175; number 3, C, carries -1.853; number 4, C, carries 1.883; number 5, C, carries -2.076; number 6, C, carries -0.199; number 7, C, carries -0.946; number 8, C, carries -0.737; number 9, O, carries -0.451; number 10, C, carries -0.614; number 11, C, carries -1.475; number 12, C, carries 1.453; number 13, O, carries -0.627; number 14, P, carries 0.013; number 15, C, carries -1.061; number 16, C, carries -0.975; number 17, C, carries -0.876; number 18, Br, carries -0.038; number 19, O, carries -0.405; number 20, S, carries 1.562; number 21, O, carries -0.666; number 22, O, carries -0.585; number 23, H, carries 0.410; number 24, H, carries 0.248; number 25, H, carries 0.296; number 26, H, carries 0.277; number 27, H, carries 0.480; number 28, H, carries 0.632; number 29, H, carries 0.499; number 30, H, carries 0.639; number 31, H, carries 0.278; number 32, H, carries 0.465; number 33, H, carries 0.495; number 34, H, carries 0.487; number 35, H, carries 0.369; number 36, H, carries 0.377; number 37, H, carries 0.266; number 38, H, carries 0.350; number 39, H, carries 0.210; number 40, H, carries -0.510; number 41, H, carries 0.652; number 42, H, carries 0.390; number 43, H, carries 0.414; number 44, H, carries 0.315; number 45, H, carries 0.372; number 46, H, carries 0.194; number 47, H, carries 0.485; number 48, H, carries 0.439; number 49, H, carries 0.714; number 50, Cu, carries 0.573

(3)
The following is a quantum chemistry calculation of a cluster of 5 separate species, C13H27Cl8N5O2 in total, from the Open Molecules 2025 dataset.

Results
**Multiplicity**: 1
**Structure (SMILES)**: [H]/N=C(/N)NCCCC[C@@H](CN)OCOC#N.ClCCl.ClCCl.ClCCl.ClCCl

XYZ file:
```
55
Properties=species:S:1:pos:R:3:forces:R:3
H -4.9166 0.5347 1.9683 0.00 -0.07 0.00
N -5.2306 -0.4263 1.8533 0.29 -0.10 0.14
C -5.1323 -0.7625 0.6337 0.12 0.13 0.26
N -5.5135 -2.0616 0.2622 -0.23 0.22 -0.37
N -4.6620 0.1166 -0.3610 -0.20 -0.47 -0.33
C -4.6785 -0.2418 -1.7689 0.10 -0.12 -0.03
C -3.6119 -1.2300 -2.2922 0.19 0.23 0.06
C -2.2344 -1.1547 -1.6079 0.21 -0.22 -0.50
C -1.8137 -2.4880 -0.9944 -0.39 0.31 0.23
C -0.4902 -2.4300 -0.2760 0.07 -0.32 0.04
C -0.1970 -3.6496 0.6305 -0.21 -0.03 -0.18
N -0.8309 -4.9151 0.3122 0.15 -0.03 0.10
O 0.5453 -2.3315 -1.2843 0.15 0.03 0.10
C 1.4472 -1.3368 -1.1072 -0.12 -0.04 -0.28
O 2.1524 -1.5569 0.1807 0.12 0.19 -0.03
C 2.9295 -0.5785 0.4982 -0.66 -0.89 -0.25
N 3.6226 0.2857 0.7869 0.61 0.78 0.20
H -5.6677 -2.2054 -0.7209 0.24 -0.10 -0.02
H -4.9424 -2.7799 0.6745 -0.18 -0.05 0.22
H -3.8163 0.5839 -0.0789 -0.17 0.26 0.16
H -4.5914 0.6821 -2.3378 0.00 0.13 0.07
H -5.6689 -0.6330 -2.0014 -0.07 0.09 -0.09
H -3.9741 -2.2570 -2.2553 -0.06 -0.07 0.12
H -3.4731 -1.0022 -3.3490 -0.13 -0.09 -0.10
H -2.1804 -0.3600 -0.8645 -0.07 0.01 0.13
H -1.4915 -0.9079 -2.3694 0.07 0.14 0.06
H -2.5770 -2.8056 -0.2793 -0.05 -0.06 0.03
H -1.7828 -3.2373 -1.7853 0.06 -0.15 0.03
H -0.4651 -1.5407 0.3586 0.13 0.17 -0.07
H -0.4924 -3.3790 1.6433 0.07 -0.05 0.11
H 0.8783 -3.8136 0.6201 0.09 0.17 0.13
H -0.7224 -5.1857 -0.6535 -0.05 -0.03 -0.04
H -1.7983 -4.9622 0.5890 -0.09 0.04 -0.15
H 2.1885 -1.3881 -1.9016 0.04 -0.05 0.00
H 1.0022 -0.3383 -1.0646 -0.05 0.03 0.23
Cl -3.2773 3.8060 5.0814 -0.01 -0.01 0.00
C -4.4443 2.9230 4.0949 -0.04 -0.06 0.07
Cl -3.9604 2.8534 2.3923 0.03 0.12 -0.04
H -4.5183 1.9084 4.4673 0.04 -0.02 -0.02
H -5.4004 3.4274 4.1534 0.01 0.04 -0.03
Cl 6.1287 3.5128 -1.5958 0.05 0.01 -0.05
C 5.4225 3.1641 -0.0062 -0.05 -0.11 0.02
Cl 4.4517 4.5131 0.5886 -0.04 0.04 -0.03
H 4.7903 2.2907 -0.0948 -0.06 -0.01 0.02
H 6.2276 2.9824 0.6934 0.05 0.08 0.01
Cl 6.1568 3.3038 3.5216 0.07 -0.10 0.07
C 5.8647 4.7268 4.5265 -0.02 0.09 -0.06
Cl 4.9967 4.3278 6.0123 0.00 0.01 0.01
H 6.8206 5.1605 4.7921 0.02 -0.03 0.03
H 5.2670 5.4265 3.9546 -0.04 -0.03 -0.01
Cl 5.3215 0.1762 -5.0376 -0.03 0.01 0.01
C 6.7254 1.2257 -4.7965 0.02 0.05 0.03
Cl 8.2375 0.4218 -5.2327 0.01 0.02 0.00
H 6.6087 2.1022 -5.4215 -0.01 -0.03 -0.06
H 6.7704 1.5038 -3.7514 -0.01 -0.05 0.05
```
Forces are in eV/Å.

Listed below, in e, are the Mulliken charges computed for each atom: number 1, H, carries 0.179; number 2, N, carries -0.687; number 3, C, carries 0.513; number 4, N, carries -0.551; number 5, N, carries -0.180; number 6, C, carries -1.227; number 7, C, carries -0.609; number 8, C, carries -0.573; number 9, C, carries -0.529; number 10, C, carries 0.469; number 11, C, carries -1.028; number 12, N, carries -0.598; number 13, O, carries -0.380; number 14, C, carries -0.530; number 15, O, carries -0.356; number 16, C, carries 0.536; number 17, N, carries -0.477; number 18, H, carries 0.319; number 19, H, carries 0.223; number 20, H, carries 0.301; number 21, H, carries 0.401; number 22, H, carries 0.432; number 23, H, carries 0.378; number 24, H, carries 0.417; number 25, H, carries 0.396; number 26, H, carries 0.302; number 27, H, carries -0.029; number 28, H, carries 0.343; number 29, H, carries 0.444; number 30, H, carries 0.364; number 31, H, carries 0.372; number 32, H, carries 0.250; number 33, H, carries 0.274; number 34, H, carries 0.415; number 35, H, carries 0.406; number 36, Cl, carries -0.151; number 37, C, carries -0.264; number 38, Cl, carries -0.172; number 39, H, carries 0.268; number 40, H, carries 0.304; number 41, Cl, carries -0.194; number 42, C, carries 0.178; number 43, Cl, carries -0.161; number 44, H, carries 0.043; number 45, H, carries 0.159; number 46, Cl, carries -0.132; number 47, C, carries -0.219; number 48, Cl, carries -0.154; number 49, H, carries 0.282; number 50, H, carries 0.224; number 51, Cl, carries -0.154; number 52, C, carries -0.006; number 53, Cl, carries -0.154; number 54, H, carries 0.263; number 55, H, carries 0.057

no.,calculated total energy (Eh),F_max (Eh/bohr),highest occupied orbital energy (eV)
1,-9173.54030,0.126,-10.29
2,-5896.10858,0.048,-11.74
3,-4617.26766,0.022,-9.23